The following is a DFT calculation (ωB97M-V with the def2-TZVPD basis set) of a structure of composition C17H11ClF3N2O4RuS in a non-equilibrium geometry.

XYZ file:
```
40
Properties=species:S:1:pos:R:3:forces:R:3
Ru 0.447810 -0.922044 -0.488157 -0.1 0.2 1.0
C 0.143367 3.834514 2.669500 0.0 0.1 0.1
C 1.291358 4.140397 1.825625 0.1 0.1 0.1
C 1.644940 3.913332 0.573458 0.1 0.0 0.1
C 0.177956 2.176231 -0.070246 -1.2 0.6 1.1
N -0.396697 0.507248 1.993337 0.7 0.3 -0.1
C -0.635226 2.822535 3.070629 -0.1 0.0 -0.1
C -0.861700 1.776890 -1.017828 0.7 -0.3 -0.7
C -1.429102 2.808389 -1.881864 0.0 0.0 0.0
C -1.912423 2.494421 -3.095237 0.0 0.1 0.1
C -1.689342 1.201118 -3.689589 0.0 0.0 0.0
C -1.027852 0.227779 -3.040263 -0.1 -0.2 -0.1
C -0.668274 0.327633 -1.634490 0.9 0.2 -0.4
H -0.111504 4.711116 3.258744 0.0 0.0 0.0
H 1.987985 4.817035 2.311121 0.0 0.0 0.0
H 2.535512 4.345376 0.145584 0.0 0.0 0.0
H -1.348658 3.068654 3.848138 0.0 0.1 0.0
H -1.435881 3.828462 -1.519631 0.0 0.0 0.0
H -2.380746 3.262573 -3.697116 0.0 0.0 0.0
H -1.959608 1.063970 -4.729128 0.0 0.0 0.0
H -0.689047 -0.651324 -3.576108 0.0 0.0 0.0
F 1.301893 -3.115916 2.838929 0.0 0.0 0.0
C 1.507700 -4.216993 2.105528 0.0 -0.1 0.0
F 1.021463 -5.257462 2.808575 0.0 0.0 0.0
F 2.835764 -4.395653 2.007420 0.0 0.0 0.0
C 0.849941 -4.118708 0.755898 0.2 -0.1 -0.1
C -0.174813 -4.964759 0.411487 0.0 0.0 0.0
C -0.861899 -4.782419 -0.791628 0.0 0.0 0.0
C -0.506250 -3.721410 -1.585881 0.1 0.0 -0.1
N 0.533302 -2.917576 -1.306218 -0.5 0.2 0.4
C 1.235622 -3.111937 -0.158561 0.1 -0.2 -0.1
S 2.472816 -1.907811 0.066934 -0.4 0.3 -0.4
H -0.464532 -5.753555 1.091645 0.0 0.0 0.0
H -1.678612 -5.429415 -1.074374 0.0 0.0 0.0
H -1.041875 -3.490347 -2.498206 0.0 0.1 0.0
O 0.983637 3.167274 -0.376486 0.2 -0.2 -0.5
Cl 0.746761 0.836698 0.959241 -0.7 -0.5 -1.1
O -0.846702 1.504548 2.881845 -0.3 -0.2 0.3
O 2.098387 1.234136 1.304895 0.7 0.1 0.5
O -1.695472 0.687001 -0.697524 -0.1 -0.3 0.3
```
Forces are in eV/Å.

Computed properties:
spin multiplicity	2
HOMO level (alpha / beta)	-7.73 / -8.11	eV
LUMO level (alpha / beta)	-0.92 / -1.09	eV
HOMO-LUMO gap (alpha / beta)	6.813 / 7.020	eV
max |F|	1.756	eV/A
energy above the lowest of the compared OMol25 structures with the same formula, charge and spin	238.8	kcal per mole
electronic energy	-63054.001	eV

In elementary charge units, the Löwdin charges are: Ru 0.776; C -0.083; C -0.086; C -0.116; C -0.295; N -0.234; C -0.152; C -0.374; C 0.008; C -0.062; C -0.075; C -0.054; C -0.347; H 0.101; H 0.114; H 0.131; H 0.125; H 0.123; H 0.106; H 0.103; H 0.099; F 0.142; C -0.608; F 0.132; F 0.134; C -0.127; C 0.012; C -0.046; C -0.125; N -0.093; C -0.725; S 0.698; H 0.127; H 0.107; H 0.115; O 0.027; Cl 0.957; O -0.126; O -0.422; O 0.012



The following is a DFT calculation (ωB97M-V with the def2-TZVPD basis set) of the molecule C4H7FO2S in a non-equilibrium geometry.

XYZ file:
```
15
Properties=species:S:1:pos:R:3:forces:R:3
C 1.951012 -1.371406 0.502291 -0.7 1.5 0.5
C 1.250483 -1.216134 -0.594474 -0.7 2.3 -0.7
C -2.241073 1.035095 0.312964 1.5 0.0 0.4
C 0.499016 0.105542 -0.785656 -1.6 -1.3 -1.9
O -0.941010 -0.903979 1.292407 1.4 -0.8 2.2
O -2.094546 -1.262256 -0.775533 -0.7 -1.9 -2.6
F 0.730492 1.179911 0.029929 0.9 -0.5 -0.3
S -1.258610 -0.448486 0.002082 -0.9 2.8 -0.4
H 2.300969 -2.366696 0.611986 1.0 -0.4 1.1
H 1.939100 -0.450447 1.194977 0.6 -2.2 -0.7
H 1.059657 -1.947759 -1.390183 0.2 0.3 0.5
H -1.850686 1.382265 1.246099 0.3 0.7 0.4
H -2.179920 1.750190 -0.456026 0.5 1.0 -1.0
H -3.276574 0.877558 0.465366 -0.9 -1.2 0.0
H 0.541838 0.405649 -1.929339 -0.7 -0.3 2.4
```
Forces are in eV/Å.

Computed properties:
HOMO level	-10.07	eV
LUMO level	0.67	eV
HOMO-LUMO gap	10.734	eV
max |F|	3.278	eV/A
SMILES	C=C[C@H](F)S(C)(=O)=O
energy above the lowest of the compared OMol25 structures with the same formula, charge and spin	62.0	kcal per mole
electronic energy	-21906.275	eV

In elementary charge units, the Löwdin charges are: C 0.027; C -0.197; C -0.126; C -0.308; O -0.302; O -0.311; F -0.027; S 0.623; H 0.061; H 0.116; H 0.119; H 0.053; H 0.047; H 0.058; H 0.168



The following is a DFT calculation (ωB97M-V with the def2-TZVPD basis set) of the molecule C4H6N2O.

XYZ file:
```
13
Properties=species:S:1:pos:R:3:forces:R:3
C 2.339607 -0.020538 -0.255717 0.2 -0.2 -0.2
O 1.318901 0.610751 -0.953954 -0.1 0.2 -0.1
C 0.110458 0.334686 -0.672093 -0.1 -0.1 0.1
C -0.211500 -0.559742 0.467162 0.1 0.0 -0.1
N -1.608230 -0.236970 0.612877 -0.1 0.0 0.0
C -1.941638 0.661705 -0.350327 -0.2 0.0 0.0
N -0.970308 1.039768 -1.132169 0.2 -0.2 0.2
H 3.282341 0.284807 -0.699260 -0.1 0.0 0.1
H 2.191267 -1.101497 -0.200441 0.0 0.1 0.1
H 0.498659 -0.239714 1.277307 -0.2 0.0 0.0
H -0.029059 -1.633240 0.311106 0.0 0.2 0.0
H -2.254435 -0.696097 1.231444 0.1 0.1 -0.1
H -2.955498 1.040223 -0.431007 0.2 -0.1 0.0
```
Forces are in eV/Å.

Computed properties:
HOMO level (alpha / beta)	-7.07 / -6.43	eV
LUMO level (alpha / beta)	0.57 / 0.42	eV
HOMO-LUMO gap (alpha / beta)	7.647 / 6.856	eV
max |F|	0.339	eV/A
energy above the lowest of the compared OMol25 structures with the same formula, charge and spin	92.1	kcal per mole
electronic energy	-9269.508	eV

In elementary charge units, the Löwdin charges are: C -0.072; O -0.023; C -0.374; C -0.124; N 0.037; C -0.181; N 0.141; H 0.031; H 0.033; H 0.131; H 0.135; H 0.140; H 0.127



The following is a DFT calculation (ωB97M-V with the def2-TZVPD basis set) of a structure of composition C24H25N4O4PRuS in a non-equilibrium geometry.

XYZ file:
```
60
Properties=species:S:1:pos:R:3:forces:R:3
Ru -0.553482 -0.355057 -1.382098 0.0 0.6 0.6
N -2.353335 -0.227404 0.473982 0.0 -0.1 0.0
N -3.604909 0.068475 -0.101945 0.0 0.1 0.0
C -3.612535 0.812482 -1.333024 -0.3 -0.6 1.2
O -4.698580 1.277097 -1.658369 -0.4 0.2 -0.2
O -2.536315 0.836626 -1.970760 2.3 -0.2 -0.6
H -2.355135 -1.143770 0.932954 -0.1 0.3 -0.1
H -2.047817 0.483434 1.146749 -0.2 -0.2 -0.3
H -4.350979 0.347128 0.529399 0.3 0.0 -0.1
O -1.185297 -2.724699 1.653414 0.0 0.0 0.0
C -0.214890 -2.440467 0.943955 0.2 0.0 0.8
O -0.218452 -2.443502 -0.322333 0.2 0.9 -1.2
C 1.087515 -2.062400 1.628617 -0.2 0.2 -0.1
C 1.731807 -2.995764 2.431757 0.0 -0.2 0.0
C 2.878088 -2.658188 3.129614 -0.1 -0.1 -0.1
C 3.356914 -1.358055 3.078293 0.2 0.0 0.0
C 2.718986 -0.421443 2.290629 -0.2 0.0 0.1
C 1.600775 -0.768023 1.528305 -0.2 -0.2 0.2
P 0.877215 0.529464 0.472872 1.8 0.3 -2.0
C 2.227378 0.992779 -0.651758 -1.2 -0.1 1.1
C 1.743383 1.754429 -1.858583 -0.7 -0.7 0.1
C 2.841557 2.124131 -2.788248 1.1 0.3 -0.3
C 4.052997 1.506745 -2.744381 -1.0 0.7 -0.3
C 4.369751 0.612931 -1.707028 0.2 -1.1 1.0
C 3.455118 0.374930 -0.678646 1.1 0.0 -0.8
C 0.812407 1.862861 1.714299 -1.4 0.4 0.1
C 0.159052 1.599520 2.927180 0.4 -0.2 -0.5
C -0.112573 2.613558 3.816718 -0.1 0.4 0.3
C 0.206526 3.928745 3.492506 0.0 -0.2 0.0
C 0.828370 4.205326 2.282726 0.0 0.3 0.3
C 1.137634 3.186866 1.403899 0.2 -0.6 -0.1
H 1.327078 -3.995856 2.507187 -0.1 0.0 0.0
H 3.393426 -3.404121 3.720415 0.0 0.0 0.1
H 4.238412 -1.081531 3.642213 0.0 0.0 0.0
H 3.071710 0.600555 2.263964 0.1 0.0 0.0
H 1.148607 2.633660 -1.568760 0.0 0.0 -0.1
H 2.594560 2.798211 -3.595399 0.0 0.1 -0.1
H 4.785417 1.700126 -3.518700 0.0 0.1 0.0
H 5.317997 0.094485 -1.709405 0.1 0.0 0.1
H 3.738219 -0.299462 0.118409 0.1 -0.1 -0.1
H -0.102088 0.576067 3.168112 -0.1 -0.1 0.1
H -0.589194 2.386384 4.761795 0.0 0.0 0.0
H -0.040257 4.729093 4.175994 0.0 0.1 0.0
H 1.074166 5.228049 2.024293 0.0 0.0 0.0
H 1.654888 3.397762 0.477937 0.0 0.0 -0.1
S -0.884992 -1.861357 -3.485837 0.7 1.1 0.5
C -2.357835 -2.060605 -2.708927 -0.7 -1.1 -0.6
N -2.567082 -2.835501 -1.636521 0.1 0.5 -0.1
C -3.965435 -2.839808 -1.265337 -0.4 -0.3 0.3
C -4.641823 -2.025391 -2.393060 -0.5 -0.1 0.1
N -3.531439 -1.679953 -3.265205 0.2 0.1 0.4
H -1.779378 -2.968696 -0.978343 -0.2 -0.1 -0.3
H -4.123244 -2.380830 -0.286589 0.0 0.0 -0.1
H -4.331403 -3.871156 -1.228380 0.0 0.1 0.0
H -5.146675 -1.132632 -2.012334 0.1 -0.1 -0.1
H -5.362566 -2.630668 -2.955334 0.0 0.1 0.2
H -3.542437 -0.820878 -3.793205 0.1 0.0 0.0
C 0.816360 0.817724 -2.639739 -1.5 -0.7 0.6
H 1.390594 0.041761 -3.164809 -0.1 0.2 0.2
H 0.173239 1.365811 -3.335131 -0.1 -0.2 -0.1
```
Forces are in eV/Å.

Computed properties:
spin multiplicity	2
charge	-1
HOMO level (alpha / beta)	-2.62 / -2.60	eV
LUMO level (alpha / beta)	1.70 / 2.13	eV
HOMO-LUMO gap (alpha / beta)	4.320 / 4.728	eV
max |F|	2.662	eV/A
energy above the lowest of the compared OMol25 structures with the same formula, charge and spin	58.8	kcal per mole
electronic energy	-62150.065	eV

In elementary charge units, the Löwdin charges are: Ru 0.958; N -0.011; N -0.033; C -0.786; O -0.012; O -0.110; H 0.056; H 0.080; H 0.129; O 0.014; C -0.660; O -0.146; C -0.131; C -0.028; C -0.083; C -0.083; C -0.107; C -0.299; P 1.043; C -0.374; C -0.448; C -0.120; C -0.162; C -0.164; C -0.152; C -0.343; C -0.110; C -0.096; C -0.097; C -0.090; C -0.073; H 0.116; H 0.098; H 0.100; H 0.115; H 0.107; H 0.082; H 0.086; H 0.063; H 0.082; H 0.107; H 0.099; H 0.094; H 0.100; H 0.098; S 0.657; C -0.892; N 0.030; C -0.142; C -0.137; N 0.026; H 0.089; H 0.097; H 0.110; H 0.098; H 0.109; H 0.134; C -0.200; H 0.055; H 0.058